# 1
{
  "formula": "C2H5O",
  "method": "wB97M-V/def2-TZVPD",
  "species": ["O", "H", "C", "C", "H", "H", "H", "H"],
  "coordinates": [[-1.323, -0.368, -2.592], [-1.409, 0.595, -2.606], [0.369, 0.176, 0.167], [0.820, -0.307, 1.440], [0.243, 1.265, 0.195], [-0.244, -0.292, -0.624], [0.564, 0.291, 2.332], [0.978, -1.360, 1.688]],
  "atomic_forces_ev_per_a": [[-0.47, -0.07, -0.63], [0.08, -0.07, 0.10], [-0.01, 0.33, 0.42], [0.00, 0.01, 0.08], [-0.16, 0.03, -0.23], [0.64, -0.10, 0.38], [0.19, -0.02, 0.09], [-0.26, -0.12, -0.21]],
  "mulliken_spin": [0.01, 0.00, 0.67, 0.23, -0.03, 0.00, 0.08, 0.03],
  "total_charge": -2,
  "s2": 0.75,
  "relative_energy_kj_mol": 73.6,
  "spin_multiplicity": 2,
  "e_tot_ev": -4195.286,
  "homo_lumo_gap_ev": [3.601, 6.623],
  "max_force_ev_per_a": 0.8
}

# 2
{
  "formula": "C24H36FIO4SSi",
  "method": "wB97M-V/def2-TZVPD",
  "species": ["C", "C", "F", "C", "C", "C", "C", "I", "O", "S", "O", "O", "C", "C", "C", "O", "Si", "C", "C", "C", "H", "H", "H", "H", "H", "H", "H", "H", "H", "H", "H", "H", "H", "H", "H", "H", "H", "H", "H", "H", "H", "H", "H", "H", "C", "C", "C", "C", "C", "C", "H", "H", "H", "H", "H", "H", "C", "C", "C", "C", "C", "C", "H", "H", "H", "H", "H", "H"],
  "coordinates": [[-3.348, 1.199, 2.081], [-2.466, 2.302, 1.186], [-3.305, 3.115, 0.272], [-1.159, 1.601, 0.487], [-1.436, 0.908, -0.972], [-2.908, 0.208, -1.143], [-3.189, -0.462, -2.619], [-4.289, -2.393, -2.463], [-2.012, -0.534, -3.499], [-0.658, -1.220, -2.723], [0.544, -1.137, -3.743], [-0.807, -2.746, -2.403], [-0.323, -0.334, -1.102], [1.227, 0.177, -0.906], [1.871, -0.451, 0.501], [2.075, 0.602, 1.511], [3.243, 0.114, 2.743], [4.914, -0.562, 1.996], [3.745, 1.772, 3.671], [2.558, -1.118, 4.055], [-3.519, 1.556, 3.193], [-2.635, 0.247, 2.163], [-4.320, 0.840, 1.535], [-2.038, 3.063, 2.000], [-0.626, 0.825, 1.215], [-0.352, 2.462, 0.309], [-1.261, 1.625, -1.894], [-3.822, 0.906, -0.911], [-2.953, -0.682, -0.352], [-3.962, 0.268, -3.163], [-0.637, -1.098, -0.240], [1.958, -0.154, -1.781], [1.303, 1.368, -0.883], [2.837, -1.037, 0.194], [1.148, -1.255, 1.002], [5.366, 0.298, 1.335], [5.617, -0.931, 2.857], [4.752, -1.499, 1.282], [4.064, 2.511, 2.791], [4.656, 1.631, 4.393], [2.786, 2.227, 4.165], [2.664, -2.258, 3.753], [1.452, -0.913, 4.402], [3.227, -0.986, 5.033], [-1.039, 5.206, -3.573], [-0.589, 4.881, -2.293], [0.762, 5.007, -1.975], [1.664, 5.468, -2.935], [1.214, 5.796, -4.213], [-0.136, 5.662, -4.534], [-2.092, 5.105, -3.821], [-1.293, 4.529, -1.543], [1.113, 4.748, -0.980], [2.717, 5.571, -2.686], [1.917, 6.157, -4.961], [-0.486, 5.912, -5.532], [-1.950, -7.311, 0.885], [-1.127, -6.968, 1.957], [-0.317, -5.835, 1.881], [-0.338, -5.039, 0.735], [-1.165, -5.380, -0.335], [-1.967, -6.518, -0.263], [-2.579, -8.196, 0.944], [-1.116, -7.584, 2.852], [0.329, -5.572, 2.713], [0.289, -4.153, 0.677], [-1.182, -4.759, -1.227], [-2.607, -6.786, -1.099]],
  "atomic_forces_ev_per_a": [[1.07, -0.63, -0.48], [0.41, -0.08, 2.13], [1.74, -1.89, 1.48], [0.29, 1.07, -0.93], [0.19, -0.90, -0.78], [-0.08, -1.19, 0.97], [-1.04, 2.20, 0.05], [0.63, 1.05, -0.06], [0.59, -0.75, 2.63], [4.85, -5.95, -3.43], [-4.82, 1.24, 3.76], [-0.81, 5.67, -0.40], [-1.00, 1.56, 1.43], [0.87, -0.10, 0.09], [-0.94, -0.60, -0.44], [1.61, -2.08, -0.01], [0.44, 1.01, 0.33], [-0.02, -0.82, -1.01], [-0.25, 0.70, -1.12], [-0.21, -1.11, 1.31], [0.06, -0.52, -2.55], [-1.65, 1.99, -0.14], [1.78, 0.93, 1.19], [-0.97, -1.45, -2.05], [-1.47, 1.73, -1.38], [-1.76, -1.89, 0.39], [-0.29, -1.15, 2.10], [2.01, -1.17, -0.51], [0.07, 1.91, -1.59], [2.00, -1.85, 0.88], [0.80, 1.32, -2.21], [-1.99, 0.51, 1.68], [-0.41, -2.69, 0.10], [-1.57, 1.33, 0.76], [1.30, 1.55, -1.32], [-0.53, -1.72, 1.43], [-1.19, 0.98, -1.67], [0.38, 1.95, 1.50], [-0.58, -1.41, 1.99], [-1.94, 0.31, -1.24], [2.02, -0.74, -0.61], [-0.34, 2.35, 0.54], [2.13, -0.41, -0.80], [-1.33, -0.23, -2.06], [0.18, 0.02, 0.00], [0.10, 0.00, -0.09], [-0.05, 0.04, -0.22], [-0.17, -0.03, -0.02], [-0.10, -0.06, 0.11], [0.04, -0.04, 0.20], [0.15, 0.02, 0.04], [0.06, 0.05, -0.08], [-0.03, 0.05, -0.10], [-0.15, -0.02, -0.04], [-0.11, -0.07, 0.12], [0.05, -0.03, 0.14], [0.09, 0.15, -0.03], [0.01, 0.07, -0.11], [-0.12, -0.01, -0.15], [-0.16, -0.22, 0.06], [-0.02, -0.03, -0.04], [0.13, 0.03, 0.25], [0.09, 0.12, 0.00], [0.01, 0.09, -0.14], [-0.09, -0.04, -0.09], [-0.06, -0.11, -0.04], [0.02, -0.08, 0.17], [0.09, 0.05, 0.10]],
  "nbo_charge": [-0.67, 0.21, -0.39, -0.47, -0.23, -0.49, -0.04, 0.11, -0.66, 2.11, -0.86, -0.89, -0.42, -0.46, -0.08, -0.89, 1.86, -1.16, -1.14, -1.18, 0.24, 0.21, 0.24, 0.19, 0.25, 0.24, 0.24, 0.26, 0.23, 0.24, 0.27, 0.28, 0.25, 0.20, 0.17, 0.25, 0.26, 0.24, 0.24, 0.25, 0.24, 0.25, 0.25, 0.25, -0.21, -0.23, -0.21, -0.22, -0.21, -0.21, 0.21, 0.22, 0.21, 0.21, 0.21, 0.22, -0.22, -0.22, -0.22, -0.24, -0.16, -0.22, 0.21, 0.21, 0.21, 0.21, 0.23, 0.21],
  "smiles": "C[C@H](F)C[C@@H]1C[C@H](I)OS(=O)(=O)[C@H]1CCO[Si](C)(C)C.c1ccccc1.c1ccccc1",
  "e_tot_ev": -63187.165,
  "homo_lumo_gap_ev": 9.172,
  "max_force_ev_per_a": 8.4
}

# 3
{
  "formula": "C4H5NO2",
  "method": "wB97M-V/def2-TZVPD",
  "species": ["O", "C", "C", "C", "N", "C", "O", "H", "H", "H", "H", "H"],
  "coordinates": [[-0.670, 0.538, -1.485], [-1.030, 0.958, -0.393], [-0.300, 0.629, 0.814], [0.048, -0.827, 1.106], [1.018, 0.036, 0.514], [0.983, -0.334, -1.163], [0.837, -1.442, -1.592], [-1.891, 1.625, -0.368], [-0.492, 1.269, 1.688], [-0.179, -1.691, 0.481], [-0.042, -0.992, 2.179], [1.544, 0.479, -1.627]],
  "atomic_forces_ev_per_a": [[-0.67, 0.81, 0.27], [-0.30, -0.09, -0.51], [-0.29, -0.24, -0.28], [-0.46, -0.11, -0.14], [-0.07, -0.24, -1.11], [0.95, -0.71, 1.10], [0.44, 0.58, 0.98], [-0.30, 0.04, 0.24], [0.52, -0.22, -0.45], [-0.71, 0.32, -0.01], [0.85, -0.15, -0.10], [0.04, 0.01, 0.01]],
  "nbo_charge": [-0.48, 0.43, -0.25, -0.22, -0.42, 0.56, -0.59, 0.16, 0.23, 0.23, 0.21, 0.14],
  "relative_energy_kj_mol": 330.6,
  "e_tot_ev": -9810.888,
  "homo_lumo_gap_ev": 9.545,
  "max_force_ev_per_a": 1.6
}

# 4
{
  "formula": "C2H13O4S",
  "method": "wB97M-V/def2-TZVPD",
  "species": ["C", "C", "S", "H", "H", "H", "H", "H", "H", "H", "O", "H", "H", "O", "H", "H", "O", "H", "H", "O"],
  "coordinates": [[2.541, -1.031, 2.355], [1.374, -0.206, 1.550], [-0.040, -1.261, 0.949], [3.485, -0.587, 1.993], [2.526, -2.032, 2.253], [2.389, -0.708, 3.366], [1.789, 0.269, 0.642], [0.875, 0.625, 2.068], [-3.019, 3.514, -1.047], [-2.262, 3.803, 0.167], [-2.962, 4.078, -0.340], [0.056, -3.700, -1.840], [-0.411, -2.561, -2.655], [0.057, -3.443, -2.783], [-2.249, 0.916, -0.330], [-0.880, 0.756, 0.398], [-1.427, 1.415, -0.226], [-1.040, 0.458, -1.669], [-0.068, -0.492, -2.351], [-0.732, 0.187, -2.501]],
  "atomic_forces_ev_per_a": [[-1.18, 5.85, -1.00], [0.22, -1.22, -0.87], [0.26, 0.33, 0.16], [-0.10, -0.44, 0.30], [-0.37, -3.29, -0.56], [0.24, -0.29, 0.81], [0.18, -0.33, 0.45], [0.73, -0.38, 0.63], [-0.01, -2.21, -2.54], [2.68, -1.36, 1.77], [-2.66, 3.51, 0.74], [0.31, -0.14, -0.48], [0.78, -1.44, -0.64], [-1.13, 1.66, 1.20], [0.02, 0.11, 0.34], [-1.16, 0.79, -1.41], [0.73, -1.06, 1.53], [-0.25, 0.77, 2.19], [0.02, 0.19, 0.37], [0.69, -1.05, -2.99]],
  "nbo_charge": [-0.61, -0.51, -0.72, 0.18, 0.20, 0.19, 0.18, 0.18, 0.47, 0.48, -0.94, 0.48, 0.47, -0.96, 0.46, 0.51, -1.03, 0.49, 0.46, -0.98],
  "total_charge": -1,
  "relative_energy_kj_mol": 153.9,
  "e_tot_ev": -21310.955,
  "homo_lumo_gap_ev": 6.983,
  "max_force_ev_per_a": 6.1
}

# 5
{
  "formula": "CH5N",
  "method": "wB97M-V/def2-TZVPD",
  "species": ["C", "H", "H", "H", "H", "H", "N"],
  "coordinates": [[-0.008, 0.548, -0.124], [-0.547, 0.780, -1.077], [-0.338, 1.317, 0.580], [1.091, 0.730, -0.167], [0.103, -1.492, -0.525], [0.040, -1.037, 1.064], [-0.342, -0.845, 0.249]],
  "atomic_forces_ev_per_a": [[0.13, 0.12, -0.61], [0.87, -0.10, 0.63], [-0.43, -0.51, 0.30], [-0.59, -0.12, -0.56], [-1.19, 1.63, 2.34], [2.33, -1.47, 4.74], [-1.12, 0.44, -6.84]],
  "nbo_charge": [-0.42, 0.20, 0.19, 0.17, 0.35, 0.34, -0.81],
  "smiles": "CN",
  "relative_energy_kj_mol": 47.0,
  "e_tot_ev": -2607.415,
  "homo_lumo_gap_ev": 10.592,
  "max_force_ev_per_a": 6.9
}

# 6
{
  "formula": "C6H5Br2NO2",
  "method": "wB97M-V/def2-TZVPD",
  "species": ["C", "C", "C", "C", "C", "C", "N", "O", "O", "Br", "Br", "H", "H", "H", "H", "H"],
  "coordinates": [[1.224, -0.949, 0.268], [0.430, -2.024, 0.564], [0.485, -0.057, -0.462], [-0.890, -1.877, 0.050], [0.735, 2.183, 0.540], [-1.623, 0.204, -1.330], [-0.823, -0.478, -0.529], [0.776, 1.330, -0.633], [-1.950, -2.473, -0.005], [2.327, 1.918, 1.626], [-3.487, -0.238, -1.374], [2.287, -1.035, 0.461], [0.947, -2.858, 1.088], [-0.140, 2.055, 1.210], [0.857, 3.155, 0.144], [-1.156, 1.144, -1.619]],
  "atomic_forces_ev_per_a": [[0.31, -1.10, -0.29], [0.87, -2.06, 0.91], [0.47, 3.06, 1.11], [-1.01, -0.39, 0.59], [0.09, -1.82, -0.48], [-1.59, -0.60, 0.94], [1.23, 0.99, -1.45], [-0.69, -0.90, 0.51], [1.30, 0.14, 0.13], [0.00, -0.02, 0.22], [1.29, 0.69, -0.24], [-0.20, 0.83, 0.03], [-1.40, 0.33, -0.56], [0.47, -0.09, -0.65], [-0.23, 0.96, -0.24], [-0.91, -0.02, -0.52]],
  "nbo_charge": [-0.19, -0.43, 0.32, 0.61, -0.11, -0.01, -0.39, -0.53, -0.52, -0.03, 0.12, 0.25, 0.24, 0.21, 0.21, 0.24],
  "relative_energy_kj_mol": 107.3,
  "e_tot_ev": -151969.319,
  "homo_lumo_gap_ev": [5.995, 7.104],
  "max_force_ev_per_a": 3.3
}